Record 1
A cluster of 2 separate species, C3H3O4S in total. Source: the Open Molecules 2025 dataset; level of theory: ωB97M-V with the def2-TZVPD basis set.

```
11
Properties=species:S:1:pos:R:3:forces:R:3:lowdin_charge:R:1
S -0.067339 1.128772 -0.950198 -0.99 0.32 1.13 0.80
O 1.116356 1.313394 0.128204 0.93 -0.54 0.95 -0.54
O -0.516896 -1.855864 -1.465633 1.17 0.64 0.23 -0.05
O 2.786207 0.160184 1.402859 -0.27 0.97 0.12 0.04
O 1.022679 -1.008001 0.658184 -0.40 0.26 0.97 -0.09
C -1.435925 0.440100 0.104436 0.32 3.49 -1.22 -0.33
C 1.721524 -0.026769 0.871495 0.25 -0.31 -1.12 -0.69
C 0.487991 -1.273936 -1.424831 -0.94 -1.87 -1.61 -0.16
H -1.838187 1.215643 0.767497 0.65 -0.34 0.44 0.04
H -1.049146 -0.432256 0.490186 0.30 -1.79 1.21 -0.02
H -2.227264 0.338731 -0.582198 -1.02 -0.84 -1.09 0.01
```
Positions in Å, forces in eV/Å.

Values from the calculation:
Frontier orbital gap   7.244 eV
ΔE to the lowest compared entry with this formula, charge and spin   95.6 kJ/mol
Charge   -1
E   -22185.1425 eV
Spin multiplicity   1


Record 2
A cluster of 2 separate species, C3H3O6 in total. Source: the Open Molecules 2025 dataset; level of theory: ωB97M-V with the def2-TZVPD basis set.

```
12
Properties=species:S:1:pos:R:3:forces:R:3:lowdin_charge:R:1
O 1.537768 0.894306 -0.358313 -0.11 -2.79 0.45 -0.07
O -0.952946 1.584889 -0.891508 -1.63 1.11 0.41 0.06
O 1.302073 -0.956006 0.991570 0.64 0.77 -0.66 -0.02
O 1.333542 -1.183068 -1.302063 0.05 0.57 1.47 -0.02
O -0.549703 0.824291 1.420313 -1.26 0.40 -1.36 -0.01
O -2.574079 -1.156098 -0.684184 -0.31 -0.32 0.32 0.13
C 1.394522 -0.385179 -0.346343 0.68 1.00 -1.49 -0.72
C -1.106155 0.705177 0.118394 -0.81 -2.07 2.01 -0.44
C -1.892047 -0.327669 -0.215877 1.14 1.20 0.09 -0.09
H -0.037256 1.539930 -1.090247 2.37 -0.02 -0.56 0.05
H 1.220618 -1.908575 0.916415 -0.13 -0.10 -0.42 0.09
H 0.323662 0.367997 1.441848 -0.64 0.25 -0.25 0.05
```
Positions in Å, forces in eV/Å.

Values from the calculation:
Frontier orbital gap   7.892 eV
ΔE to the lowest compared entry with this formula, charge and spin   0.0 kJ/mol
Charge   -1
E   -15445.0950 eV
Spin multiplicity   1


Record 3
A structure of composition C3H3ORu. Source: the Open Molecules 2025 dataset; level of theory: ωB97M-V with the def2-TZVPD basis set.

```
8
Properties=species:S:1:pos:R:3:forces:R:3:mulliken_spin:R:1
Ru -2.787671 2.096562 0.328905 -2.28 1.52 -0.14 5.46
O -0.928914 1.294187 -0.209843 -0.06 -1.39 1.65 0.30
C -1.289156 0.712677 0.844358 2.99 -0.06 -1.56 0.16
C 1.751955 -0.639873 -0.420873 -0.70 -0.56 -0.29 0.01
C 0.933300 -1.467812 -0.751103 0.74 0.47 0.38 0.00
H 2.498627 0.092625 -0.166505 -0.28 -0.30 -0.10 0.00
H -0.466422 0.195382 1.404980 -0.61 -0.06 0.00 0.07
H 0.288281 -2.283748 -1.029920 0.21 0.38 0.06 0.00
```
Positions in Å, forces in eV/Å.

Values from the calculation:
Frontier orbital gap (spin up / spin down)   7.111 / 5.431 eV
ΔE to the lowest compared entry with this formula, charge and spin   8.2 kJ/mol
Charge   +1
E   -7771.3561 eV
Spin multiplicity   7


Q: Among the records above, which one has the lowest E?
A: C3H3O4S